20
Properties=species:S:1:pos:R:3:forces:R:3:lowdin_charge:R:1 method="wB97M-V/def2-TZVPD" multiplicity=1 e_tot_ha=-2933.6094 charge=+1
Ti 1.477 -2.572 -1.074 0.75 -1.04 -0.65 0.3837
S 0.123 -4.379 -1.479 0.10 0.04 -0.03 0.2227
S 1.654 -4.315 -2.880 -0.19 0.10 -0.07 0.1185
S 3.371 -4.300 -1.672 -0.11 0.37 0.26 0.1404
S 3.698 -2.238 -1.550 -0.11 -0.13 -0.12 0.2049
O 1.275 -2.310 0.777 -0.10 -0.05 0.68 -0.2102
N 0.677 -1.251 1.238 0.10 -0.16 -0.04 0.1063
N 0.299 -0.531 0.292 -0.48 0.85 -0.23 -0.1216
O 0.564 -0.947 -0.946 -0.30 0.54 0.27 -0.1686
C -0.425 0.736 0.477 0.57 -0.98 -0.12 -0.1515
C -0.665 1.162 1.769 -0.12 0.22 0.11 -0.0022
C -1.350 2.356 1.917 0.03 -0.05 0.02 -0.0413
C -1.765 3.071 0.798 -0.03 0.05 0.04 -0.0438
C -1.501 2.604 -0.479 0.07 -0.13 -0.11 -0.0405
C -0.816 1.408 -0.660 -0.18 0.34 0.01 0.0026
H -0.334 0.594 2.625 0.00 0.00 -0.02 0.1214
H -1.557 2.726 2.912 -0.01 0.02 -0.02 0.1200
H -2.299 4.003 0.927 0.01 -0.01 0.00 0.1191
H -1.825 3.161 -1.347 -0.01 0.02 0.03 0.1193
H -0.600 1.024 -1.644 0.00 0.00 -0.02 0.1207



143
Properties=species:S:1:pos:R:3:forces:R:3:lowdin_charge:R:1 method="wB97M-V/def2-TZVPD" multiplicity=1 e_tot_ha=-4316.8444
C -1.302 -9.783 2.062 0.03 0.85 -0.55 0.0882
C -2.298 -9.143 2.311 -0.53 0.22 -0.22 -0.1396
C -3.574 -8.401 2.582 0.11 -0.46 0.40 -0.2038
C -3.404 -7.216 3.576 -0.61 -0.18 0.02 -0.1756
C -2.407 -6.105 3.106 0.39 -0.90 0.22 -0.1169
C -3.025 -5.070 2.168 -0.06 0.46 -0.03 -0.0684
C -3.749 -3.993 2.699 -0.66 0.91 -0.63 -0.0016
C -4.390 -3.010 1.881 0.63 -0.82 0.88 -0.0457
C -4.322 -3.065 0.491 0.32 -0.39 0.84 -0.0099
C -3.557 -4.133 -0.066 -0.88 0.69 0.04 -0.3207
P -3.419 -4.248 -1.919 1.44 -0.70 -0.75 0.6233
O -2.902 -2.721 -2.336 -0.92 -0.76 1.31 -0.3602
Cl -5.408 -4.501 -2.576 0.17 0.64 0.63 0.1902
C -2.922 -5.110 0.730 0.09 -0.25 0.57 -0.0997
C -2.108 -6.259 0.097 -1.19 2.16 0.80 -0.3174
C -0.720 -6.101 0.104 0.95 -0.92 -0.49 -0.0282
C 0.110 -7.133 -0.430 -2.25 0.08 0.24 -0.0242
C -0.631 -8.239 -0.915 0.96 1.14 0.28 -0.0865
C -2.031 -8.204 -0.871 -0.94 -1.88 -0.70 -0.1541
N -2.861 -7.266 -0.387 2.89 0.16 0.01 0.1413
C -5.118 -2.023 2.795 0.39 -0.74 -1.88 -0.3247
O -5.894 -1.199 2.390 0.06 0.29 1.00 0.1531
N -4.686 -2.311 4.094 0.15 -0.79 -0.60 0.0387
O -5.529 -2.026 5.140 -0.10 0.57 0.41 0.1633
B -5.420 -0.676 5.548 -0.72 0.94 0.06 -0.6791
O -6.603 0.084 5.475 1.14 -0.60 -0.30 0.1527
O -4.237 -0.077 5.972 -0.28 -0.84 -1.18 0.1797
C -4.036 -3.596 4.142 0.42 0.09 -0.03 -0.2819
O -3.785 -4.133 5.180 -0.07 -0.19 -0.37 0.1659
H -0.374 -10.063 1.577 -0.58 -0.20 0.64 0.0347
H -4.073 -8.035 1.663 0.64 -0.34 0.16 0.1030
H -4.274 -9.148 3.019 0.32 0.54 -0.13 0.1175
H -3.122 -7.652 4.557 0.15 0.51 -0.55 0.1201
H -4.416 -6.779 3.722 0.62 -0.15 -0.03 0.1171
H -1.989 -5.648 4.025 -0.40 0.15 -0.62 0.1200
H -1.552 -6.633 2.630 -0.51 0.45 0.10 0.1056
H -4.846 -2.312 -0.117 0.29 -0.46 0.20 0.1299
H -2.920 -2.170 -1.529 0.06 0.46 -0.57 0.0212
H -0.269 -5.189 0.517 -0.38 -0.41 -0.15 0.1252
H 1.201 -7.050 -0.432 -0.51 -0.15 -0.07 0.1081
H -0.116 -9.103 -1.351 -0.47 0.36 0.18 0.0934
H -2.547 -9.092 -1.275 0.36 0.54 0.14 0.1003
H -6.462 0.654 4.701 -0.57 0.10 0.29 0.1092
H -4.002 0.588 5.307 0.14 0.18 0.60 0.1138
C -5.923 -5.043 -6.210 -0.03 0.03 0.17 -0.0861
C -4.904 -5.772 -6.801 -0.02 0.02 -0.04 -0.0723
C -4.959 -5.986 -8.169 -0.07 0.01 -0.20 -0.1623
N -5.939 -5.533 -8.954 0.01 0.04 0.25 0.0469
C -6.911 -4.835 -8.364 0.06 -0.07 -0.19 -0.1604
C -6.950 -4.561 -7.005 0.06 -0.05 -0.04 -0.0718
H -5.915 -4.853 -5.144 0.01 -0.01 -0.10 0.0287
H -4.085 -6.166 -6.213 -0.01 0.00 -0.01 0.0996
H -4.182 -6.549 -8.677 0.03 -0.01 0.06 0.0988
H -7.694 -4.482 -9.026 -0.02 0.03 0.06 0.1002
H -7.763 -3.987 -6.582 0.00 -0.01 -0.03 0.1010
C 0.853 1.123 -0.388 -0.01 0.01 0.01 -0.0755
C -0.230 1.295 0.461 0.09 0.02 0.02 -0.0729
C -1.476 0.871 0.026 -0.16 -0.09 -0.14 -0.1538
N -1.695 0.309 -1.166 0.15 -0.11 0.18 0.0476
C -0.638 0.155 -1.966 -0.23 -0.07 -0.07 -0.1592
C 0.649 0.541 -1.628 0.10 0.11 0.01 -0.0706
H 1.844 1.440 -0.085 -0.02 -0.01 0.00 0.1052
H -0.113 1.747 1.438 -0.09 -0.01 0.00 0.0713
H -2.352 0.980 0.656 0.05 0.05 0.05 0.1007
H -0.847 -0.302 -2.928 0.07 0.00 -0.01 0.0989
H 1.467 0.388 -2.318 -0.04 -0.08 0.00 0.0882
C 1.351 5.201 4.724 0.11 0.08 0.14 -0.0818
C 1.200 5.290 3.352 -0.01 0.02 -0.04 -0.0646
C 0.367 4.380 2.724 -0.17 -0.20 -0.05 -0.1490
N -0.298 3.416 3.366 0.20 0.15 0.18 0.0472
C -0.136 3.347 4.690 -0.13 -0.10 -0.19 -0.1527
C 0.670 4.212 5.414 -0.01 0.00 -0.07 -0.0705
H 1.993 5.897 5.251 -0.02 0.01 -0.02 0.0947
H 1.717 6.049 2.782 -0.06 -0.03 -0.05 0.0820
H 0.215 4.412 1.650 0.04 0.05 0.00 0.1027
H -0.687 2.554 5.184 0.04 0.03 0.07 0.1004
H 0.763 4.111 6.487 -0.02 -0.03 -0.02 0.1012
C 2.692 10.798 6.144 0.10 0.10 0.09 -0.0808
C 2.538 10.885 4.771 0.00 0.00 -0.04 -0.0732
C 1.703 9.974 4.145 -0.21 -0.27 -0.01 -0.1631
N 1.036 9.009 4.788 0.31 0.22 0.21 0.0576
C 1.201 8.944 6.114 -0.11 -0.10 -0.31 -0.1608
C 2.010 9.810 6.833 -0.02 -0.04 0.00 -0.0743
H 3.335 11.493 6.670 -0.01 -0.02 -0.01 0.1067
H 3.055 11.643 4.197 -0.01 -0.03 -0.02 0.1006
H 1.549 10.005 3.071 0.04 0.05 0.00 0.1023
H 0.650 8.152 6.611 0.01 0.03 0.05 0.1012
H 2.104 9.712 7.907 -0.02 -0.02 -0.02 0.1017
C 6.464 6.083 3.185 0.08 -0.03 0.10 -0.0655
C 5.325 6.609 3.770 0.03 0.00 -0.01 -0.0576
C 4.305 7.054 2.942 -0.22 0.02 -0.18 -0.1747
N 4.356 7.009 1.609 0.36 -0.49 0.02 0.0431
C 5.472 6.494 1.064 -0.53 0.04 0.01 -0.1624
C 6.542 6.021 1.803 -0.03 0.01 0.00 -0.0588
H 7.281 5.724 3.798 -0.01 0.02 -0.02 0.1090
H 5.227 6.674 4.845 -0.03 0.02 -0.02 0.1047
H 3.392 7.472 3.355 0.06 0.03 0.10 0.0873
H 5.489 6.470 -0.020 0.07 -0.03 0.01 0.1012
H 7.415 5.615 1.310 -0.02 0.03 -0.02 0.1072
C -0.599 -11.770 -5.387 0.04 -0.07 -0.09 -0.0793
C -1.264 -12.283 -4.286 0.01 0.02 -0.02 -0.0705
C -1.661 -11.403 -3.291 -0.04 0.20 0.11 -0.1426
N -1.436 -10.087 -3.330 0.11 -0.38 -0.36 0.0479
C -0.792 -9.615 -4.400 -0.09 0.12 0.19 -0.1452
C -0.357 -10.407 -5.450 -0.02 -0.04 0.02 -0.0705
H -0.274 -12.424 -6.187 -0.01 0.01 0.02 0.1062
H -1.471 -13.341 -4.199 -0.01 0.02 0.02 0.1024
H -2.187 -11.758 -2.411 0.01 -0.07 -0.03 0.1066
H -0.622 -8.543 -4.402 0.02 -0.01 -0.05 0.1068
H 0.159 -9.969 -6.294 -0.01 0.02 0.02 0.1018
C 5.592 11.986 0.584 -0.08 0.09 -0.03 -0.0853
C 6.962 12.188 0.599 -0.03 -0.02 0.01 -0.0781
C 7.776 11.141 1.001 0.06 -0.22 0.07 -0.1583
N 7.316 9.946 1.381 -0.16 0.26 -0.11 0.0622
C 5.991 9.773 1.361 0.29 -0.10 0.14 -0.1439
C 5.091 10.754 0.972 0.04 0.05 0.00 -0.0676
H 4.922 12.779 0.275 0.02 -0.01 0.00 0.1044
H 7.391 13.137 0.304 0.02 -0.03 0.01 0.0997
H 8.855 11.251 1.026 -0.01 0.07 -0.02 0.1012
H 5.648 8.796 1.675 0.03 0.34 -0.04 0.0585
H 4.027 10.556 0.974 0.02 -0.05 0.00 0.0992
C 2.534 -3.481 -5.838 0.01 -0.06 -0.09 -0.0827
C 1.346 -3.419 -5.129 0.05 0.00 -0.01 -0.0697
C 1.325 -2.694 -3.947 0.03 0.15 0.24 -0.1502
N 2.386 -2.054 -3.449 0.01 -0.13 -0.27 0.0546
C 3.521 -2.129 -4.148 -0.08 0.09 0.19 -0.1550
C 3.648 -2.823 -5.341 -0.04 -0.02 0.01 -0.0761
H 2.592 -4.036 -6.766 0.00 0.02 0.02 0.1048
H 0.455 -3.919 -5.483 -0.01 0.03 0.03 0.1026
H 0.416 -2.614 -3.359 -0.04 -0.05 -0.05 0.0949
H 4.366 -1.602 -3.718 0.03 -0.02 -0.06 0.1020
H 4.593 -2.848 -5.866 0.00 0.02 0.03 0.1004
C 3.540 7.392 -2.432 0.08 0.08 0.06 -0.0858
C 3.380 7.473 -3.806 -0.01 -0.02 0.03 -0.0770
C 2.544 6.555 -4.423 -0.14 -0.17 -0.03 -0.1591
N 1.885 5.595 -3.772 0.16 0.17 0.13 0.0534
C 2.055 5.534 -2.450 -0.10 -0.10 -0.19 -0.1534
C 2.865 6.403 -1.735 0.01 -0.03 0.03 -0.0775
H 4.184 8.090 -1.910 -0.02 -0.01 0.01 0.1002
H 3.892 8.230 -4.385 -0.02 -0.02 -0.02 0.0994
H 2.385 6.581 -5.496 0.05 0.05 0.00 0.1011
H 1.508 4.742 -1.949 0.02 0.03 0.06 0.0989
H 2.965 6.309 -0.661 -0.02 0.03 0.00 0.0781